1.
The following is a DFT calculation (the ωB97M-V functional and the def2-TZVPD basis) of a 2-piece molecular cluster, C4H11N4 overall at a distorted geometry.

HOMO level (alpha / beta) = -13.364 / -13.363 eV
energy above the lowest of the compared OMol25 structures with the same formula, charge and spin = 454.8 kJ/mol
net charge = +1
2S+1 = 1

Structure (XYZ):
```
19
C4H11N4 (the ωB97M-V functional and the def2-TZVPD basis)
C 1.163 1.387 0.655
C 0.803 -1.455 -1.007
C -1.038 -1.557 0.646
C 0.336 -0.933 0.319
N -2.063 1.143 -1.202
N -1.822 1.137 -0.113
N 0.237 0.535 0.358
N 0.968 2.696 0.702
H 2.179 1.002 0.738
H 1.936 -1.318 -1.359
H 0.631 -2.567 -0.898
H 0.043 -1.097 -1.790
H -0.762 -2.509 0.932
H -1.850 -1.492 -0.049
H -1.598 -1.028 1.388
H 1.002 -1.212 1.053
H -1.903 0.981 -2.153
H 1.632 3.255 1.300
H 0.104 3.032 0.481
```


2.
The following is a DFT calculation (the ωB97M-V functional and the def2-TZVPD basis) of C72H68AsN5O2P3SSeZr as an isolated structure at a distorted geometry.

HOMO level = -13.735 eV
energy above the lowest of the compared OMol25 structures with the same formula, charge and spin = 0.0 kJ/mol
net charge = +3
2S+1 = 1

Structure (XYZ):
```
154
C72H68AsN5O2P3SSeZr (the ωB97M-V functional and the def2-TZVPD basis)
Zr -0.677 -1.260 -0.476
C 2.556 -3.840 -2.909
N 1.580 -3.044 -2.143
P 1.903 -1.452 -1.662
C 3.504 -1.449 -0.822
C 3.580 -1.635 0.558
C 4.811 -1.754 1.183
C 5.979 -1.702 0.435
C 5.914 -1.533 -0.940
C 4.686 -1.399 -1.568
C 2.193 -0.546 -3.199
C 2.877 0.673 -3.161
C 3.009 1.438 -4.307
C 2.461 0.996 -5.504
C 1.791 -0.218 -5.554
C 1.651 -0.985 -4.406
P 0.321 -3.766 -1.269
C 0.979 -5.218 -0.434
C 1.292 -6.351 -1.196
C 1.863 -7.458 -0.591
C 2.117 -7.449 0.774
C 1.809 -6.331 1.534
C 1.243 -5.217 0.934
C -0.842 -4.408 -2.499
C -1.113 -3.673 -3.651
C -2.074 -4.107 -4.549
C -2.789 -5.270 -4.295
C -2.545 -5.994 -3.135
C -1.581 -5.564 -2.238
H 3.253 -3.176 -3.417
H 2.043 -4.434 -3.666
H 3.117 -4.499 -2.244
H 2.677 -1.677 1.153
H 4.860 -1.890 2.254
H 6.940 -1.795 0.922
H 6.821 -1.502 -1.527
H 4.657 -1.266 -2.642
H 3.343 1.020 -2.246
H 3.553 2.371 -4.266
H 2.568 1.588 -6.401
H 1.390 -0.577 -6.491
H 1.146 -1.938 -4.466
H 1.089 -6.374 -2.257
H 2.105 -8.327 -1.185
H 2.556 -8.318 1.243
H 2.011 -6.331 2.595
H 1.009 -4.347 1.530
H -0.572 -2.756 -3.860
H -2.263 -3.542 -5.451
H -3.531 -5.615 -5.000
H -3.100 -6.899 -2.933
H -1.407 -6.136 -1.337
C -3.390 -1.941 3.169
N -4.248 -1.748 2.015
C -4.029 -2.211 0.779
Se -2.566 -3.207 0.150
N -5.075 -1.874 0.013
C -6.008 -1.166 0.763
C -7.236 -0.605 0.435
C -7.900 0.045 1.455
C -7.363 0.134 2.750
C -6.142 -0.425 3.072
C -5.476 -1.079 2.042
H -2.665 -2.715 2.926
H -4.004 -2.254 4.012
H -2.874 -1.012 3.414
H -5.167 -2.167 -0.948
H -7.653 -0.681 -0.559
H -8.864 0.492 1.256
H -7.926 0.648 3.516
H -5.739 -0.361 4.072
O -1.868 -0.896 -2.110
C -2.686 -0.141 -1.417
O -2.432 -0.080 -0.168
C -3.786 0.560 -2.037
C -4.586 1.401 -1.257
C -5.625 2.085 -1.857
C -5.858 1.930 -3.221
C -5.061 1.095 -3.995
C -4.015 0.407 -3.407
H -4.381 1.512 -0.201
H -6.252 2.744 -1.273
H -6.671 2.470 -3.687
H -5.256 0.988 -5.053
H -3.378 -0.242 -3.990
C -0.025 -2.416 6.951
C 0.307 -1.464 5.854
C 0.766 -0.185 6.019
C 1.061 0.573 4.878
N 0.883 0.094 3.641
C 0.432 -1.130 3.490
S 0.273 -1.935 1.969
N 0.152 -1.898 4.580
C 1.618 1.946 4.978
H 0.041 -1.921 7.916
H 0.675 -3.254 6.945
H -1.033 -2.815 6.828
H 0.914 0.214 7.010
H -0.160 -2.849 4.411
H 1.632 2.314 6.000
H 1.040 2.617 4.344
H 2.641 1.938 4.590
C 1.671 2.150 0.126
C 2.479 1.833 1.371
As 3.873 3.155 1.864
C 4.787 3.290 0.151
C 5.458 4.474 -0.154
C 6.207 4.583 -1.315
C 6.302 3.505 -2.184
C 5.655 2.318 -1.878
C 4.904 2.207 -0.713
C 2.730 4.732 1.777
C 2.389 5.412 0.609
C 1.525 6.498 0.657
C 1.001 6.922 1.871
C 1.346 6.261 3.040
C 2.208 5.173 2.991
P 0.004 1.408 0.080
C -0.786 2.223 -1.359
C -0.415 1.798 -2.634
C -0.941 2.402 -3.766
C -1.849 3.443 -3.637
C -2.231 3.868 -2.371
C -1.706 3.264 -1.238
C -0.873 2.126 1.508
C -1.748 1.391 2.300
C -2.442 1.994 3.338
C -2.260 3.344 3.608
C -1.366 4.082 2.846
C -0.674 3.478 1.806
H 2.203 1.839 -0.776
H 1.481 3.222 0.008
H 2.963 0.858 1.269
H 1.848 1.775 2.257
H 5.395 5.325 0.515
H 6.720 5.508 -1.537
H 6.893 3.586 -3.086
H 5.742 1.471 -2.547
H 4.428 1.259 -0.480
H 2.799 5.098 -0.343
H 1.274 7.025 -0.254
H 0.347 7.782 1.908
H 0.967 6.609 3.992
H 2.494 4.679 3.914
H 0.299 0.989 -2.765
H -0.634 2.060 -4.745
H -2.257 3.921 -4.516
H -2.942 4.676 -2.262
H -2.040 3.601 -0.267
H -1.902 0.336 2.103
H -3.132 1.415 3.938
H -2.809 3.818 4.410
H -1.203 5.130 3.053
H 0.022 4.080 1.234
```


3.
The following is a DFT calculation (the ωB97M-V functional and the def2-TZVPD basis) of a 2-piece molecular cluster, C12H29BBr2N2O2P overall at a distorted geometry.

HOMO level = -10.991 eV
net charge = +1
2S+1 = 1

Structure (XYZ):
```
49
C12H29BBr2N2O2P (the ωB97M-V functional and the def2-TZVPD basis)
C -6.019 1.727 -0.547
C -4.461 1.233 -0.422
C -3.384 2.415 -0.059
Br -1.525 1.588 0.083
P -3.809 3.459 1.481
Br -4.165 4.812 3.287
B -3.591 2.003 2.705
N -4.547 0.836 2.903
O -2.371 2.021 3.588
H -6.187 2.247 -1.593
H -6.414 2.354 0.366
H -6.682 0.734 -0.561
H -4.405 0.292 0.297
H -4.159 0.813 -1.498
H -3.333 3.144 -1.002
H -2.613 4.262 1.205
H -5.048 3.954 0.938
H -4.530 0.563 3.931
H -4.088 -0.002 2.435
H -1.560 2.230 3.011
C 4.221 -2.491 0.530
C 2.981 -1.556 0.597
C 1.727 -2.422 0.305
C 1.661 -2.861 -1.157
C 1.754 -1.664 -2.104
C 2.912 -0.672 -1.801
N 3.087 -0.387 -0.342
O 2.086 0.536 0.026
C 4.260 -1.179 -2.369
C 2.642 0.617 -2.659
C 2.990 -1.079 2.087
H 4.219 -3.198 1.367
H 4.264 -3.119 -0.358
H 5.152 -1.914 0.589
H 0.810 -1.873 0.557
H 1.723 -3.316 0.944
H 2.456 -3.577 -1.387
H 0.720 -3.391 -1.337
H 1.837 -2.035 -3.132
H 0.794 -1.134 -2.050
H 5.069 -0.469 -2.140
H 4.220 -1.272 -3.460
H 4.566 -2.154 -2.007
H 1.653 1.049 -2.473
H 2.678 0.387 -3.731
H 3.396 1.389 -2.464
H 3.900 -0.500 2.295
H 2.984 -1.933 2.776
H 2.127 -0.463 2.352
```


4.
The following is a DFT calculation (the ωB97M-V functional and the def2-TZVPD basis) of one molecule with the formula C9H10N2O at a distorted geometry.

HOMO level = -7.949 eV
energy above the lowest of the compared OMol25 structures with the same formula, charge and spin = 543.1 kJ/mol
net charge = 0
2S+1 = 1

Structure (XYZ):
```
22
C9H10N2O (the ωB97M-V functional and the def2-TZVPD basis)
C 1.554 0.616 1.307
C -0.217 0.339 0.871
C -0.144 0.162 -0.614
C 0.625 -0.869 -1.177
C 0.755 -1.087 -2.478
C -0.071 -0.300 -3.308
N -0.686 0.721 -2.832
C -0.779 0.952 -1.538
C -0.524 -0.894 1.679
C -1.495 -0.600 2.588
O -1.808 0.724 2.556
N -1.177 1.224 1.385
H 2.110 0.601 0.369
H 2.079 -0.264 1.975
H 1.802 1.540 1.811
H 1.282 -1.514 -0.407
H 1.255 -1.955 -3.039
H -0.175 -0.416 -4.377
H -1.371 1.829 -1.304
H -0.114 -1.866 1.641
H -1.845 -1.154 3.445
H -1.056 2.211 1.447
```